Formula: C57H70N8O2PSeTi
Source: the OMol25 dataset
Level of theory: ωB97M-V/def2-TZVPD

Properties
HOMO-LUMO gap (spin up / spin down) = 3.86 / 3.86 eV
HOMO (spin up / spin down) = -2.24 / -2.25 eV
Total charge = -1

Last column: Mulliken charge in e.
Positions of all 140 atoms, in Å:
Ti -0.56389 0.00291 -0.34978  -0.751
C -5.19465 0.86764 5.78124  -1.647
C -4.39815 -0.43629 5.93180  2.127
C -5.38729 -1.57494 6.17849  -2.129
C -3.48067 -0.32467 7.15771  -1.690
C -3.55681 -0.66252 4.67795  -0.299
C -2.60727 0.27710 4.30205  -0.748
C -1.86200 0.12854 3.14941  0.038
Se -0.56753 1.48417 2.78231  0.232
C -1.70519 2.78227 1.96935  0.651
C -2.11244 3.86746 2.71935  -1.010
C -2.85222 4.89441 2.14208  -0.130
C -3.08259 4.79259 0.78201  -0.538
C -2.67189 3.73084 -0.03046  -0.070
C -2.02354 2.63291 0.59375  -0.493
O -1.66134 1.51772 -0.01042  0.686
C -2.92506 3.94295 -1.52860  2.969
C -2.45613 2.80660 -2.40912  -1.757
C -4.42783 4.14448 -1.77832  -2.129
C -2.15776 5.19907 -1.97405  -1.904
C -3.34358 6.06517 2.99186  2.224
C -4.22005 5.53290 4.13473  -1.674
C -2.14188 6.81171 3.58655  -1.737
C -4.17381 7.06192 2.18188  -2.119
C -2.01889 -0.97236 2.27025  0.233
O -1.34607 -1.04480 1.15028  0.411
C -2.91891 -1.98844 2.69800  -0.686
C -3.66226 -1.77909 3.86186  -0.370
C -3.17087 -3.33172 1.98910  3.035
C -2.93818 -4.47801 2.99041  -2.038
C -4.62368 -3.38307 1.49724  -1.760
C -2.27120 -3.60568 0.78712  -2.269
H -5.80104 1.05287 6.67358  0.437
H -4.53302 1.72274 5.63673  0.320
H -5.85792 0.81324 4.91623  0.338
H -5.97303 -1.36274 7.07674  0.437
H -6.08117 -1.68935 5.34366  0.378
H -4.87334 -2.52664 6.33046  0.394
H -4.06957 -0.15176 8.06410  0.447
H -2.90361 -1.24232 7.28927  0.359
H -2.77587 0.50075 7.05002  0.316
H -2.43175 1.15952 4.90766  0.339
H -1.83853 3.89794 3.76786  0.415
H -3.60653 5.60152 0.29202  0.129
H -3.00335 1.89427 -2.19812  -0.410
H -2.60793 3.05817 -3.46067  0.929
H -1.39946 2.61518 -2.25428  -0.155
H -4.99383 3.29845 -1.38634  0.347
H -4.81044 5.05480 -1.31271  0.333
H -4.61847 4.21014 -2.85293  0.537
H -1.08916 5.07411 -1.78630  0.298
H -2.29767 5.35030 -3.04831  0.504
H -2.49519 6.09980 -1.45695  0.374
H -3.66475 4.84543 4.77394  0.336
H -4.58195 6.35776 4.75689  0.466
H -5.08238 4.99462 3.73671  0.331
H -1.52449 6.14754 4.19246  0.333
H -1.51419 7.21896 2.79147  0.345
H -2.47772 7.63811 4.22125  0.452
H -5.05319 6.58591 1.74324  0.364
H -4.51682 7.86796 2.83623  0.447
H -3.59029 7.51165 1.37607  0.385
H -4.37155 -2.54836 4.13701  0.180
H -3.65550 -4.46832 3.81261  0.324
H -3.03296 -5.44034 2.47891  0.496
H -1.93507 -4.41384 3.41842  0.360
H -5.33323 -3.25474 2.31705  0.336
H -4.80184 -2.59382 0.76821  0.190
H -4.82767 -4.34489 1.01564  0.505
H -1.21544 -3.54041 1.04822  0.334
H -2.47967 -4.61648 0.41614  0.564
H -2.45937 -2.90081 -0.01810  0.211
N 3.30215 -1.69519 1.15525  0.015
C 3.57654 -0.53050 1.84291  -1.176
C 2.48168 0.26201 1.68463  -0.503
N 1.54983 -0.37897 0.91241  1.168
C 2.07247 -1.54029 0.60438  -0.723
C 1.32999 -2.42792 -0.25067  -0.059
N 0.24367 -1.96931 -0.83011  1.890
C -0.29577 -3.02336 -1.52074  -0.792
C 0.49538 -4.11979 -1.37626  -1.598
N 1.53396 -3.73054 -0.54863  0.015
H 3.95262 -2.43616 0.97192  0.183
H 4.50443 -0.37909 2.36490  0.432
H 2.31232 1.25878 2.05194  0.429
H -1.20923 -2.91155 -2.07600  0.701
H 0.41913 -5.11677 -1.77062  0.502
H 2.31608 -4.29468 -0.27402  0.165
C 5.60607 0.41421 -5.99208  -0.403
C 5.96594 0.15521 -4.67612  -0.634
C 4.98594 -0.09992 -3.72732  0.024
C 3.63421 -0.07971 -4.06669  -0.070
C 3.28795 0.17504 -5.39076  -0.243
C 4.26508 0.41869 -6.34673  -0.809
P 2.39453 -0.44072 -2.75181  0.535
C 0.87715 -0.72326 -3.67037  0.310
C 0.60208 -1.94772 -4.16851  -1.037
C -0.67235 -2.16165 -4.79154  -0.544
C -1.31574 -0.88993 -5.50385  -0.302
C -0.57481 0.30928 -5.27197  -1.426
C -0.25532 0.24651 -3.81251  -0.240
C 2.10141 1.21888 -2.02525  1.063
C 2.94968 2.27509 -2.36927  -0.398
C 2.84093 3.51707 -1.76248  -1.201
C 1.87899 3.69145 -0.78484  -1.082
C 1.01846 2.64195 -0.47033  0.177
C 1.05973 1.37767 -1.08058  0.339
H 6.36796 0.60838 -6.73761  0.372
H 7.01128 0.14621 -4.39101  0.377
H 5.26820 -0.31134 -2.70118  0.349
H 2.23872 0.18639 -5.65811  0.288
H 3.97584 0.61937 -7.37191  0.409
H 1.31019 -2.76604 -4.10008  0.514
H -0.96539 -3.15076 -5.12322  0.398
H -1.87927 -1.08220 -6.40261  0.503
H 0.20677 0.62830 -5.97911  0.370
H -0.11968 1.18761 -3.30895  0.318
H 3.71067 2.13679 -3.12847  0.359
H 3.49959 4.32783 -2.05540  0.391
H 1.77507 4.64335 -0.27212  0.463
H 0.28737 2.84526 0.29601  0.238
C -6.29982 -1.52758 -4.07170  -1.451
C -6.40040 -0.77534 -2.74774  0.403
C -6.31861 0.72850 -2.96931  -1.403
C -5.30858 -1.24252 -1.77921  -0.872
N -3.99766 -1.08362 -2.36143  -0.101
C -3.06217 -0.65728 -1.59773  -1.283
N -1.76461 -0.42359 -1.95106  1.337
N -1.51513 -0.34974 -3.34445  0.407
N -1.86022 -1.38324 -4.25493  -0.536
H -7.09134 -1.21620 -4.75966  0.457
H -6.38637 -2.60688 -3.91702  0.372
H -5.32898 -1.33733 -4.53074  0.187
H -7.36714 -1.01331 -2.28458  0.393
H -5.36600 0.98514 -3.43830  0.167
H -6.38256 1.26782 -2.02176  0.345
H -7.12719 1.07976 -3.61648  0.491
H -5.48563 -2.30794 -1.57031  0.379
H -5.41396 -0.70094 -0.82229  0.450
H -3.24076 -0.44000 -0.53473  0.510

Atoms 1-3, force components in eV/Å:
-1.026 0.642 -0.336
-0.012 0.000 0.013
-0.006 -0.007 0.030



Formula: C9H20BrIN5O2
Source: the OMol25 dataset
Level of theory: ωB97M-V/def2-TZVPD

Properties
HOMO-LUMO gap = 7.09 eV
HOMO = -11.18 eV
Total charge = +1

Last column: Mulliken charge in e.
Positions of all 38 atoms, in Å:
Br 4.86699 -3.75994 1.49761  0.147
N 3.67289 -2.35637 1.64290  -0.311
C 2.43261 -2.57368 1.92363  0.579
N 1.47804 -1.64009 2.02959  -0.217
C 0.19059 -2.32633 1.76616  -0.583
C 0.70143 -3.64108 1.20826  -0.567
I -0.65493 -5.23264 1.02148  0.224
N 1.87316 -3.84089 2.10641  -0.312
H 3.95794 -1.39424 1.49806  0.290
H 1.56471 -0.87632 1.35183  0.277
H -0.50878 -1.77218 1.16335  0.395
H -0.26812 -2.46419 2.74080  0.351
H 1.19550 -3.34990 0.28901  0.440
H 1.62929 -4.04152 3.07066  0.271
C -0.94406 1.72056 0.70486  0.177
O 0.15222 1.21095 0.49523  -0.617
N -1.44970 1.97342 1.91448  0.097
C -2.76108 2.57814 2.08810  -0.937
C -0.66493 1.63663 3.09030  -0.741
H -1.61466 2.01430 -0.11667  0.253
H -2.66650 3.52197 2.62601  0.349
H -3.40737 1.90796 2.65603  0.349
H -3.21588 2.76827 1.11944  0.311
H 0.28403 2.17286 3.07199  0.284
H -0.45197 0.56608 3.10435  0.103
H -1.21533 1.90559 3.98679  0.396
C -0.98594 0.64420 -2.80810  0.332
O -2.16512 0.34804 -2.73426  -0.638
N -0.39873 1.20970 -3.87547  0.054
C 1.01182 1.54289 -3.89140  -0.909
C -1.21106 1.49511 -5.04883  -0.947
H -0.28773 0.46694 -1.97042  0.145
H 1.14210 2.61512 -4.04804  0.347
H 1.51519 1.00439 -4.69684  0.354
H 1.46949 1.26916 -2.94297  0.273
H -2.02126 2.17460 -4.78503  0.298
H -1.65127 0.57396 -5.43017  0.301
H -0.59357 1.94854 -5.81916  0.384

Atoms 1-3, force components in eV/Å:
0.165 0.367 0.000
0.400 -0.103 0.072
-1.098 -0.521 1.501